(1)
{"formula": "C6H15NO", "method": "the ωB97M-V functional and the def2-TZVPD basis", "elements": ["O", "N", "C", "C", "C", "C", "C", "C", "H", "H", "H", "H", "H", "H", "H", "H", "H", "H", "H", "H", "H", "H", "H"], "xyz": [[-2.40457, -0.71280, -1.85799], [-0.41122, -1.96844, 0.42478], [0.00069, 1.21532, 0.57193], [-0.06065, 1.81215, -0.61037], [0.85921, 0.12379, 0.93844], [0.86666, -1.30464, 0.26154], [1.93235, -2.10892, 1.08181], [-1.10267, 2.78087, -0.83775], [-1.85367, 2.60210, -1.54384], [-0.46446, 3.56204, -1.33774], [0.75602, 1.37822, -1.33362], [-0.47250, -2.69965, -0.31403], [-2.51764, 0.05842, -2.47134], [1.30153, -1.03538, -0.81129], [-1.19085, -1.42833, 0.34473], [0.67398, -0.03989, 1.94043], [1.85651, 0.51718, 1.10343], [2.74148, -1.55204, 1.67540], [-0.63717, 1.52446, 1.46800], [-2.28627, -0.17135, -1.02432], [1.55090, -2.86537, 1.75710], [-1.65931, 3.00856, 0.15296], [2.52166, -2.69630, 0.42173]], "atomic_forces_ev_per_a": [[-0.03, 2.52, 0.66], [2.70, -2.85, -1.28], [-1.79, 0.76, 0.80], [1.43, -3.46, 0.30], [1.62, -1.48, -0.01], [1.96, 2.53, 0.51], [1.29, 0.43, 0.18], [0.91, 2.75, 0.55], [-1.05, -0.91, -1.26], [-1.37, 0.68, 0.87], [-1.98, 1.35, 0.73], [-0.22, 0.66, 0.94], [0.08, -1.27, 0.30], [-1.23, -1.28, 1.62], [-2.30, 2.09, -0.45], [-0.85, -0.93, 2.38], [0.79, -0.20, -0.90], [-1.46, -0.14, -0.89], [0.38, 0.03, -1.65], [-0.04, -1.16, -1.02], [-0.76, 0.28, 0.21], [1.28, 0.20, -1.67], [0.64, -0.60, -0.94]], "multiplicity": 1, "smiles": "C/C=C/C[C@@H](C)N.O", "molar_mass_g_mol": 117.2, "relative_energy_ev": 3.511, "lumo_energy_ev": 0.762}

***

(2)
{"formula": "C6H15NO", "method": "the ωB97M-V functional and the def2-TZVPD basis", "elements": ["O", "N", "C", "C", "C", "C", "C", "C", "H", "H", "H", "H", "H", "H", "H", "H", "H", "H", "H", "H", "H", "H", "H"], "xyz": [[1.01053, 1.60039, 2.60090], [-0.22346, -1.49857, -0.83435], [-0.35894, 2.65420, 0.90078], [0.87731, -2.04542, -1.57555], [-1.48856, -2.16097, -0.89238], [-0.19030, -0.05150, -0.59387], [0.71417, 1.62527, 1.18716], [0.38282, 0.18613, 0.82336], [1.34489, 2.46880, 2.83545], [1.26459, -0.42444, 0.99521], [-1.88340, -2.22747, -1.93035], [-0.25564, 3.52351, 1.55413], [1.80007, -1.98689, -0.97869], [1.65135, 1.87161, 0.66783], [-1.39536, -3.21952, -0.62006], [-1.36275, 2.24124, 0.98412], [-0.41353, -0.13546, 1.50348], [-2.24181, -1.69345, -0.26658], [-1.22610, 0.27546, -0.58708], [0.42986, 0.41445, -1.35957], [1.20678, -1.47569, -2.46511], [0.62321, -3.05987, -1.85988], [-0.26574, 3.11821, -0.08895]], "atomic_forces_ev_per_a": [[-0.13, -0.17, -0.32], [0.23, 0.76, 0.39], [-0.03, 0.58, -0.59], [0.51, 0.56, 0.22], [-0.09, -0.73, -1.34], [0.38, -1.34, 0.90], [0.71, -0.21, 0.35], [-0.82, 0.50, -0.18], [0.04, 0.09, 0.10], [0.03, -0.13, -0.03], [-0.19, 0.32, 0.18], [-0.09, -0.23, 0.32], [-0.15, -0.59, 0.18], [-0.15, 0.26, -0.10], [0.05, 0.18, 0.39], [-0.06, 0.04, 0.20], [0.25, -0.15, 0.16], [0.08, 0.08, 0.16], [0.04, 0.55, -0.43], [-0.23, 0.36, -0.19], [-0.75, -0.03, -0.24], [0.36, -0.21, -0.03], [-0.01, -0.49, -0.12]], "multiplicity": 1, "smiles": "C[C@@H](O)CCN(C)C", "molar_mass_g_mol": 117.2, "relative_energy_ev": 1.885, "lumo_energy_ev": 0.943}

***

(3)
{"formula": "C6H15NO", "method": "the ωB97M-V functional and the def2-TZVPD basis", "elements": ["O", "N", "C", "C", "C", "C", "C", "C", "H", "H", "H", "H", "H", "H", "H", "H", "H", "H", "H", "H", "H", "H", "H"], "xyz": [[0.18105, -2.47602, 0.89057], [-1.33573, -1.13227, -0.31826], [-2.75758, -0.81360, -0.50617], [1.67151, 0.75022, 0.08659], [1.33211, 1.97871, -0.28923], [2.76218, 0.42286, 1.05051], [-1.18052, -2.14664, 0.69184], [0.21962, 2.34972, -1.23449], [0.67978, 2.73966, -2.15328], [-0.33979, 1.47617, -1.56293], [1.12890, -0.08573, -0.33314], [-3.25110, -0.54072, 0.43526], [-2.89726, 0.00107, -1.21220], [-3.27326, -1.69106, -0.89887], [2.38694, -0.14479, 1.90398], [-1.75204, -3.03668, 0.41707], [-0.36446, 3.17406, -0.83450], [0.53402, -2.72484, 0.03166], [1.90060, 2.80728, 0.12832], [3.55881, -0.18105, 0.61152], [-0.92363, -0.26176, 0.00478], [3.22140, 1.35046, 1.40078], [-1.50156, -1.81504, 1.69019]], "atomic_forces_ev_per_a": [[-0.11, 0.08, -0.14], [-0.65, 0.54, -0.24], [-0.06, -0.47, 0.05], [-0.13, 0.08, -0.25], [-0.10, -0.06, 0.24], [0.24, 0.25, 0.10], [0.54, 0.03, 0.74], [1.20, 0.00, -0.48], [-0.09, 0.07, 0.07], [-0.39, 0.08, 0.29], [-0.08, -0.16, -0.06], [-0.04, 0.05, 0.01], [0.17, 0.03, -0.05], [-0.03, 0.02, -0.06], [-0.05, 0.07, 0.01], [-0.16, 0.07, -0.16], [-0.43, -0.23, 0.06], [0.10, -0.05, -0.13], [-0.04, 0.06, -0.01], [-0.08, -0.04, -0.16], [0.38, -0.24, 0.12], [0.00, -0.10, 0.15], [-0.20, -0.05, -0.10]], "multiplicity": 1, "smiles": "C/C=C/C.CNCO", "molar_mass_g_mol": 117.2, "relative_energy_ev": 1.971, "lumo_energy_ev": 1.042}

***

(4)
{"formula": "C6H15NO", "method": "the ωB97M-V functional and the def2-TZVPD basis", "elements": ["O", "N", "C", "C", "C", "C", "C", "C", "H", "H", "H", "H", "H", "H", "H", "H", "H", "H", "H", "H", "H", "H", "H"], "xyz": [[3.23125, -0.69889, 0.64222], [1.06029, -1.09741, -1.23434], [-0.73706, 1.10492, -0.50234], [0.90136, -0.80766, 0.16443], [-2.11825, 1.75554, -0.22697], [2.00142, 0.08340, 0.73300], [-0.48721, -0.16141, 0.38406], [-1.56177, -1.24335, 0.09911], [2.23366, 0.89303, 0.02470], [0.96249, -0.30168, -1.84019], [-0.74338, 0.84548, -1.56994], [-2.86524, 0.98382, -0.27111], [0.05847, 1.84627, -0.41689], [3.69072, -0.82674, 1.47237], [-2.50351, -0.95619, 0.55612], [-2.26427, 2.61038, -0.88711], [-0.54375, 0.21988, 1.40970], [0.91359, -1.70330, 0.79388], [-1.66897, -1.37904, -0.97354], [1.96239, 0.49838, 1.73885], [-1.26011, -2.17653, 0.57447], [1.84603, -1.69204, -1.44446], [-2.10814, 2.20315, 0.77399]], "atomic_forces_ev_per_a": [[0.02, -0.21, -0.32], [-0.16, -0.99, 0.23], [-0.52, -0.35, -0.27], [-0.80, 1.48, 1.02], [1.63, 0.38, 0.66], [2.28, -0.29, -1.00], [-0.24, 0.32, -0.91], [0.42, 0.72, 0.74], [-0.59, 0.17, 0.29], [0.31, 0.07, 0.00], [0.05, -0.28, 0.15], [-0.62, 0.13, -0.26], [0.06, 0.02, 0.34], [-0.31, 0.20, 0.25], [-0.27, -0.03, -0.16], [-0.37, -0.34, -0.30], [-0.06, -0.40, 0.14], [0.08, -0.24, -0.47], [-0.08, -0.14, 0.00], [-0.80, -0.15, 0.08], [-0.02, -0.12, -0.18], [0.15, 0.31, -0.09], [-0.16, -0.28, 0.06]], "multiplicity": 1, "smiles": "CC[C@@H](C)[C@@H](N)CO", "molar_mass_g_mol": 117.2, "relative_energy_ev": 1.331, "lumo_energy_ev": 0.926}

***

(5)
{"formula": "C6H15NO2", "method": "the ωB97M-V functional and the def2-TZVPD basis", "elements": ["O", "O", "N", "C", "C", "C", "C", "C", "C", "H", "H", "H", "H", "H", "H", "H", "H", "H", "H", "H", "H", "H", "H", "H"], "xyz": [[0.73708, -0.79759, 1.90669], [-3.02529, 1.80641, 0.48787], [0.69987, -1.67056, -0.20447], [-2.43037, 0.70680, -0.27152], [2.31212, 0.08192, 0.40079], [-2.42831, -0.49511, 0.68952], [-1.04809, 1.22329, -0.67217], [3.19413, -0.22746, -0.82445], [1.13053, -0.80845, 0.76613], [-0.65727, 1.85289, 0.11854], [-0.35583, 0.39897, -0.81963], [-3.10169, 0.51300, -1.11047], [-3.40572, -0.50007, 1.19861], [-1.70454, -0.45881, 1.49884], [2.99930, -1.10097, -1.45507], [-2.54300, -1.44192, 0.15152], [4.19695, -0.45955, -0.48048], [2.92773, 0.03246, 1.30550], [-1.13481, 1.72472, -1.63557], [-2.56404, 1.78419, 1.32573], [-0.05760, -2.30547, -0.03393], [3.30811, 0.61389, -1.51657], [0.97990, -1.59152, -1.16541], [1.97085, 1.11894, 0.34003]], "atomic_forces_ev_per_a": [[-0.80, -0.16, 0.34], [-0.43, -0.31, -0.90], [-0.13, -0.05, 0.08], [0.15, 0.69, 1.97], [0.26, 0.05, -0.25], [-1.73, -0.16, -0.40], [-0.33, -1.08, -0.85], [0.62, -0.09, -0.33], [1.18, -0.34, -0.75], [0.05, 0.25, -0.06], [0.01, -0.02, -0.08], [0.18, 0.13, 0.03], [0.12, 0.39, -0.06], [0.53, -0.22, -0.38], [-0.67, 0.05, 0.28], [1.00, -0.10, 0.05], [0.26, 0.16, 0.14], [-0.12, 0.10, -0.18], [0.20, 0.48, 0.23], [0.04, 0.18, 0.35], [-0.17, 0.06, 0.33], [-0.22, -0.04, 0.23], [0.22, 0.18, 0.14], [-0.20, -0.14, 0.07]], "multiplicity": 1, "smiles": "CCC(N)=O.CC(C)O", "molar_mass_g_mol": 133.2, "relative_energy_ev": 1.201, "lumo_energy_ev": 0.754}

***

(6)
{"formula": "C6H15NO2", "method": "the ωB97M-V functional and the def2-TZVPD basis", "elements": ["O", "O", "N", "C", "C", "C", "C", "C", "C", "H", "H", "H", "H", "H", "H", "H", "H", "H", "H", "H", "H", "H", "H", "H"], "xyz": [[-1.51705, -0.92750, -1.92861], [0.61049, -1.80393, -1.71163], [-0.19357, -0.16389, 0.43691], [-0.19098, -0.66122, -1.57247], [1.30943, 0.40702, 2.12727], [-1.03390, 1.02755, 0.41750], [0.43828, 0.44675, -2.37419], [-0.78464, -1.37737, 0.98983], [1.50511, 1.65483, 2.50560], [-1.61714, -1.70987, 0.36605], [-1.57919, -1.10289, -2.88521], [-0.03124, -2.16262, 1.02285], [0.14795, -2.54341, -1.29932], [0.56376, 0.13300, -3.42137], [-0.18744, 1.33707, -2.35345], [-0.45619, 1.86532, 0.03558], [1.42696, 0.68913, -1.98449], [-1.32026, 1.25813, 1.44348], [2.22235, 1.94284, 3.27482], [-1.08397, -1.17251, 2.01715], [-1.89810, 0.87037, -0.22969], [0.92980, 2.48350, 2.09911], [1.80478, -0.44113, 2.59494], [0.93475, -0.04917, 0.42935]], "atomic_forces_ev_per_a": [[0.16, 0.07, 0.25], [-0.29, 0.52, 0.43], [2.29, -0.73, -3.90], [-0.23, -0.59, -0.89], [0.19, -0.21, 0.30], [0.52, 0.14, 0.53], [0.00, 0.05, 0.30], [0.57, 0.22, 0.49], [0.25, 0.08, 0.43], [-0.07, 0.22, 0.15], [0.11, 0.05, 0.19], [0.07, 0.05, 0.00], [-0.02, 0.00, -0.02], [-0.07, -0.04, 0.16], [0.02, 0.00, 0.03], [0.06, -0.01, -0.01], [0.00, 0.02, 0.00], [-0.23, 0.09, -0.06], [-0.01, 0.12, 0.17], [-0.25, -0.17, -0.03], [0.00, -0.13, 0.18], [0.06, 0.12, -0.21], [0.46, 0.14, 0.29], [-3.59, -0.01, 1.24]], "multiplicity": 1, "molar_mass_g_mol": 133.2, "relative_energy_ev": 7.662, "lumo_energy_ev": [0.391, 0.434]}